(1)
A single C19H24N4O3 molecule at a distorted geometry. Source: OMol25; level of theory: ωB97M-V/def2-TZVPD.

Computed properties:
- ΔE to the lowest compared entry with this formula, charge and spin: 452.81 kJ/mol
- SMILES: COc1ccc(C(=O)N2CCN(Cc3nc(CC4CC4)no3)CC2)cc1
- Net charge: 0
- Molar mass: 356.426 g/mol
- HOMO energy: -0.311 Eh
- F_max: 1.20 eV/Å
- Electronic energy: -32193.5219 eV
- Kohn-Sham gap: 9.160 eV

Each line ends with the natural charge from an NBO analysis.
Atoms and positions in Å:
C: 6.007 0.924 2.839  -0.2520
O: 5.031 1.648 2.131  -0.4897
C: 3.812 1.077 1.929  0.3149
C: 2.879 1.857 1.244  -0.2567
C: 1.614 1.377 0.990  -0.1450
C: 1.258 0.090 1.382  -0.1945
C: -0.138 -0.402 1.190  0.6887
O: -1.097 0.200 1.643  -0.6336
N: -0.282 -1.579 0.529  -0.4468
C: 0.788 -2.234 -0.195  -0.2375
C: 0.181 -3.170 -1.259  -0.2248
N: -1.019 -2.665 -1.879  -0.4309
C: -0.859 -1.622 -2.872  -0.2762
C: -0.888 -0.219 -2.361  0.5153
N: -1.930 0.554 -2.338  -0.5138
C: -1.452 1.720 -1.810  0.3328
C: -2.242 2.963 -1.656  -0.4396
C: -3.479 2.848 -0.784  -0.2189
C: -4.329 1.614 -0.778  -0.4328
C: -3.511 1.969 0.427  -0.4341
N: -0.180 1.651 -1.536  -0.1634
O: 0.203 0.390 -1.887  -0.2883
C: -2.092 -2.451 -0.915  -0.2352
C: -1.563 -2.252 0.516  -0.2480
C: 2.179 -0.677 2.082  -0.1078
C: 3.447 -0.195 2.358  -0.3367
H: 6.880 1.572 2.885  0.2011
H: 6.274 -0.005 2.323  0.1749
H: 5.677 0.692 3.857  0.1765
H: 3.171 2.847 0.930  0.2254
H: 0.897 1.991 0.467  0.2477
H: 1.423 -2.826 0.476  0.1895
H: 1.412 -1.468 -0.665  0.2225
H: 0.925 -3.373 -2.031  0.2105
H: -0.088 -4.124 -0.795  0.1966
H: 0.082 -1.788 -3.401  0.2242
H: -1.689 -1.709 -3.582  0.2298
H: -1.573 3.725 -1.248  0.2330
H: -2.552 3.275 -2.659  0.2287
H: -3.998 3.798 -0.713  0.2139
H: -5.402 1.735 -0.728  0.2097
H: -4.012 0.783 -1.387  0.2311
H: -2.642 1.375 0.663  0.2492
H: -4.024 2.333 1.304  0.2135
H: -2.679 -1.585 -1.224  0.2177
H: -2.750 -3.328 -0.929  0.1949
H: -1.449 -3.223 1.013  0.1844
H: -2.256 -1.640 1.096  0.2592
H: 1.902 -1.656 2.447  0.2024
H: 4.133 -0.816 2.912  0.2181

(2)
A single C8H10N2O2 molecule at a distorted geometry. Source: OMol25; level of theory: ωB97M-V/def2-TZVPD.

Computed properties:
- ΔE to the lowest compared entry with this formula, charge and spin: 247.74 kJ/mol
- SMILES: N#C[C@H](C(=O)O)N1C=CCCC1
- Net charge: 0
- Molar mass: 166.180 g/mol
- HOMO energy: -0.317 Eh
- F_max: 3.27 eV/Å
- Electronic energy: -15531.4410 eV
- Kohn-Sham gap: 9.277 eV

Each line ends with the natural charge from an NBO analysis.
Atoms and positions in Å:
N: 2.442 1.410 2.763  -0.2737
C: 1.531 0.805 2.374  0.2625
C: 0.485 0.059 1.766  -0.2540
C: 1.038 -1.430 1.511  0.7994
O: 0.356 -2.394 1.730  -0.5403
O: 2.219 -1.472 0.904  -0.6895
N: -0.054 0.634 0.558  -0.4110
C: 0.798 0.818 -0.519  -0.0930
C: 0.397 0.741 -1.796  -0.2291
C: -0.982 0.312 -2.191  -0.4548
C: -1.597 -0.470 -1.001  -0.3957
C: -1.452 0.282 0.320  -0.2107
H: -0.356 -0.099 2.418  0.2640
H: 2.311 -0.786 0.186  0.5148
H: 1.807 1.257 -0.336  0.2251
H: 1.022 1.042 -2.675  0.2196
H: -1.537 1.126 -2.542  0.2196
H: -1.051 -0.346 -3.107  0.2228
H: -2.578 -0.750 -1.206  0.2184
H: -1.050 -1.529 -0.694  0.2063
H: -2.034 1.158 0.430  0.1968
H: -1.716 -0.368 1.107  0.2025

(3)
A single C3H4N4 molecule at a distorted geometry. Source: OMol25; level of theory: ωB97M-V/def2-TZVPD.

Computed properties:
- ΔE to the lowest compared entry with this formula, charge and spin: 263.66 kJ/mol
- SMILES: C1=NC=NNC=N1
- Net charge: 0
- Molar mass: 96.093 g/mol
- HOMO energy: -0.338 Eh
- F_max: 1.76 eV/Å
- Electronic energy: -9134.1249 eV
- Kohn-Sham gap: 9.400 eV

Each line ends with the natural charge from an NBO analysis.
Atoms and positions in Å:
C: 0.341 -0.390 -1.391  0.3046
N: 1.334 -0.571 -0.581  -0.4888
C: 1.317 0.130 0.621  0.2121
N: 0.350 0.237 1.457  -0.2833
N: -0.929 -0.232 1.053  -0.4890
C: -1.394 0.370 -0.107  0.3274
N: -0.793 0.401 -1.225  -0.5228
H: 0.346 -0.955 -2.308  0.1833
H: 2.256 0.596 0.891  0.1973
H: -1.555 -0.012 1.801  0.3797
H: -2.371 0.857 -0.055  0.1795

(4)
A single C4H6N2O molecule at a distorted geometry. Source: OMol25; level of theory: ωB97M-V/def2-TZVPD.

Computed properties:
- ΔE to the lowest compared entry with this formula, charge and spin: 285.32 kJ/mol
- SMILES: Cc1ncc(O)[nH]1
- Net charge: 0
- Molar mass: 98.105 g/mol
- HOMO energy (spin up / spin down): -0.285 / -0.285 Eh
- F_max: 2.09 eV/Å
- Electronic energy: -9270.5447 eV
- Kohn-Sham gap (spin up / spin down): 8.080 / 8.081 eV

Each line ends with the natural charge from an NBO analysis.
Atoms and positions in Å:
C: 2.080 -0.291 0.165  -0.6696
C: 0.653 -0.006 -0.118  0.4302
N: 0.053 -0.345 -1.264  -0.5022
C: -1.190 0.121 -1.123  0.0782
C: -1.450 0.665 0.134  0.1216
O: -2.298 -0.375 0.701  -0.7161
N: -0.172 0.623 0.733  -0.5353
H: 2.433 -1.015 -0.573  0.2525
H: 2.210 -0.708 1.170  0.2270
H: 2.675 0.621 0.082  0.2336
H: -1.982 -0.070 -1.838  0.1897
H: -3.167 -0.284 0.307  0.4721
H: 0.140 1.109 1.566  0.4185

(5)
C12H32CrO11S5 as an isolated structure at a distorted geometry. Source: OMol25; level of theory: ωB97M-V/def2-TZVPD.

Computed properties:
- Net charge: +1
- Molar mass: 564.708 g/mol
- HOMO energy (spin up / spin down): -0.406 / -0.406 Eh
- F_max: 3.35 eV/Å
- Electronic energy: -118077.2620 eV
- Kohn-Sham gap (spin up / spin down): 7.805 / 9.098 eV
- 2S+1: 4

Each line ends with the natural charge from an NBO analysis.
Atoms and positions in Å:
Cr: -1.623 0.117 -0.619  1.5295
O: -5.277 -0.447 0.397  -0.6440
C: -4.007 -0.223 0.159  0.9761
O: -3.240 -1.147 -0.261  -0.6898
O: -3.461 0.909 0.289  -0.7108
H: -5.684 0.427 0.462  0.5084
O: 0.441 -1.613 2.050  -0.6689
C: -0.245 -1.011 1.137  0.9904
O: -0.780 0.143 1.287  -0.6758
O: -0.377 -1.510 -0.018  -0.6741
H: 0.464 -1.085 2.886  0.5441
C: 1.817 -2.842 -1.881  -0.8620
S: 3.548 -2.669 -1.535  1.2749
O: 3.931 -1.420 -2.266  -1.0221
C: 3.374 -2.193 0.180  -0.8350
H: 1.349 -1.884 -1.641  0.2477
H: 1.268 -3.576 -1.288  0.2456
H: 1.618 -3.080 -2.925  0.2354
H: 4.322 -1.736 0.453  0.2450
H: 3.134 -3.048 0.812  0.2451
H: 2.549 -1.487 0.300  0.2264
C: 1.915 -0.247 6.459  -0.8233
S: 0.380 0.268 5.677  1.2910
O: 0.489 -0.213 4.266  -1.0459
C: 0.744 2.016 5.622  -0.8316
H: 1.828 -0.130 7.538  0.2423
H: 2.749 0.322 6.054  0.2320
H: 2.071 -1.289 6.186  0.2548
H: 0.624 2.397 6.637  0.2423
H: 0.060 2.488 4.918  0.2463
H: 1.745 2.252 5.257  0.2321
C: -1.028 4.804 -0.684  -0.8139
S: -1.178 3.502 0.554  1.3223
O: -1.347 2.268 -0.247  -1.0056
C: 0.519 3.489 1.118  -0.8358
H: -0.375 4.400 -1.457  0.2324
H: -0.672 5.737 -0.260  0.2428
H: -2.033 4.905 -1.090  0.2470
H: 0.561 2.649 1.818  0.2583
H: 0.739 4.393 1.683  0.2424
H: 1.214 3.300 0.304  0.2235
C: -3.490 -1.891 -4.108  -0.8230
S: -1.961 -2.346 -3.293  1.2853
O: -1.524 -1.201 -2.422  -0.9889
C: -2.671 -3.510 -2.132  -0.8299
H: -4.033 -1.169 -3.508  0.2516
H: -4.048 -2.819 -4.243  0.2469
H: -3.256 -1.556 -5.117  0.2450
H: -3.651 -3.184 -1.800  0.2550
H: -2.011 -3.564 -1.266  0.2690
H: -2.677 -4.506 -2.580  0.2393
C: 1.263 0.285 -3.964  -0.8528
S: 0.902 1.356 -2.592  1.2944
O: -0.035 0.571 -1.717  -0.9615
C: 2.500 1.375 -1.800  -0.8301
H: 0.584 -0.562 -4.007  0.2669
H: 2.272 -0.135 -3.955  0.2736
H: 1.199 0.858 -4.891  0.2480
H: 2.615 2.319 -1.276  0.2296
H: 3.277 1.207 -2.542  0.2731
H: 2.618 0.534 -1.116  0.2692

(6)
An isolated ion of composition C3H7N2 and charge +1 at a distorted geometry. Source: OMol25; level of theory: ωB97M-V/def2-TZVPD.

Computed properties:
- ΔE to the lowest compared entry with this formula, charge and spin: 364.83 kJ/mol
- Net charge: +1
- Molar mass: 71.103 g/mol
- HOMO energy (spin up / spin down): -0.475 / -0.474 Eh
- F_max: 5.29 eV/Å
- Electronic energy: -6193.7303 eV
- Kohn-Sham gap (spin up / spin down): 8.760 / 8.760 eV

Each line ends with the natural charge from an NBO analysis.
Atoms and positions in Å:
C: -1.973 0.175 -0.062  -0.0569
C: 1.463 -0.641 0.113  -0.2376
C: 0.205 -0.487 -0.660  0.0127
N: -1.030 -0.649 -0.155  -0.4073
N: 1.049 0.619 -0.252  -0.5287
H: -1.840 1.320 -0.101  0.2111
H: -2.932 -0.156 0.080  0.2149
H: 1.390 -0.811 1.173  0.2158
H: 2.228 -1.055 -0.393  0.2349
H: -1.347 -1.634 0.101  0.4633
H: 0.808 1.163 0.595  0.4227
H: 1.588 1.183 -0.961  0.4552

(7)
A single C4H8O2 molecule at a distorted geometry. Source: OMol25; level of theory: ωB97M-V/def2-TZVPD.

Computed properties:
- ΔE to the lowest compared entry with this formula, charge and spin: 310.67 kJ/mol
- SMILES: C[C@@H](O)[C@H]1CO1
- Net charge: 0
- Molar mass: 88.106 g/mol
- HOMO energy: -0.355 Eh
- F_max: 2.99 eV/Å
- Electronic energy: -8370.0619 eV
- Kohn-Sham gap: 10.629 eV

Each line ends with the natural charge from an NBO analysis.
Atoms and positions in Å:
C: -0.758 -1.054 1.429  -0.6264
C: 0.242 -0.538 0.386  0.0641
O: 0.338 -1.307 -0.761  -0.7615
C: 0.027 0.859 -0.100  0.0738
C: 0.729 1.251 -1.302  -0.1200
O: -0.540 0.723 -1.640  -0.5239
H: -0.441 -2.044 1.774  0.2256
H: -0.806 -0.387 2.301  0.2003
H: -1.759 -1.153 0.999  0.2132
H: 1.197 -0.310 0.930  0.1578
H: -0.191 -0.595 -1.485  0.4840
H: -0.390 1.587 0.602  0.2177
H: 1.592 0.664 -1.606  0.2045
H: 0.761 2.305 -1.529  0.1908

(8)
A 13-piece molecular cluster, C22H73N23O13 overall at a distorted geometry. Source: OMol25; level of theory: ωB97M-V/def2-TZVPD.

Computed properties:
- ΔE to the lowest compared entry with this formula, charge and spin: 118.03 kJ/mol
- Net charge: 0
- Molar mass: 867.974 g/mol
- HOMO energy: -0.323 Eh
- F_max: 2.56 eV/Å
- Electronic energy: -84896.3384 eV
- Kohn-Sham gap: 8.333 eV

Each line ends with the Löwdin charge.
Atoms and positions in Å:
C: 0.447 -0.481 -1.991  -0.0385
C: 0.902 0.480 -0.872  -0.3835
C: 1.445 -0.041 0.476  -0.1985
O: 0.522 -0.799 1.208  -0.1390
C: 0.681 -2.157 0.887  -0.1135
N: 1.864 1.392 -1.456  0.0483
H: -0.548 -0.826 -1.710  0.0645
H: 1.129 -1.317 -2.170  0.0591
H: 0.387 -0.058 -2.996  0.0567
H: 0.041 1.089 -0.571  0.1189
H: 1.703 0.865 1.034  0.1144
H: 2.425 -0.516 0.332  0.1062
H: 1.708 -2.559 0.897  0.0729
H: 0.605 -2.347 -0.193  0.0657
H: 0.103 -2.842 1.497  0.0739
H: 2.505 0.800 -1.979  0.0578
H: 2.466 1.972 -0.886  0.0344
C: -3.326 0.117 6.232  -0.0657
C: -3.288 0.132 4.722  -0.4346
C: -4.639 0.457 4.102  -0.2152
O: -5.551 -0.611 4.220  -0.1718
C: -6.815 -0.349 3.663  -0.1142
N: -2.260 1.084 4.280  0.0500
H: -4.072 -0.532 6.695  0.0789
H: -3.483 1.127 6.620  0.0810
H: -2.389 -0.240 6.667  0.0736
H: -2.971 -0.864 4.392  0.1404
H: -4.535 0.918 3.113  0.1008
H: -4.984 1.301 4.718  0.1260
H: -7.350 0.419 4.225  0.0897
H: -7.355 -1.296 3.742  0.0868
H: -6.760 -0.225 2.577  0.0880
H: -1.373 0.820 4.712  0.0410
H: -2.115 0.850 3.304  0.0357
C: -2.427 4.513 0.366  -0.0380
C: -2.194 3.031 0.721  -0.4073
C: -1.409 2.739 1.974  -0.1683
O: -0.095 3.359 1.966  -0.2426
C: 0.766 3.081 3.071  -0.0723
N: -3.541 2.416 0.781  0.0451
H: -2.955 5.153 1.069  0.0872
H: -2.964 4.415 -0.579  0.0784
H: -1.442 4.921 0.139  0.0513
H: -1.713 2.648 -0.183  0.1002
H: -1.203 1.669 2.094  0.1031
H: -1.837 3.046 2.932  0.1197
H: 0.849 1.994 3.051  0.0577
H: 0.291 3.398 4.004  0.1039
H: 1.710 3.616 3.043  0.0963
H: -4.189 3.076 1.188  0.0814
H: -3.592 1.522 1.254  0.0543
C: -2.555 -3.511 -0.965  -0.6466
O: -3.213 -2.599 -0.480  0.0151
N: -2.117 -4.620 -0.316  0.1603
N: -2.063 -3.471 -2.249  0.1675
H: -2.340 -4.688 0.666  0.1014
H: -1.187 -4.876 -0.597  0.0602
H: -1.539 -4.252 -2.585  0.0795
H: -2.199 -2.585 -2.725  0.0634
C: 0.613 -2.959 -5.272  -0.6737
O: 1.630 -3.515 -4.854  -0.0019
N: -0.476 -3.607 -5.729  0.1602
N: 0.523 -1.610 -5.419  0.1763
H: -0.393 -4.609 -5.756  0.1086
H: -1.351 -3.152 -5.907  0.1038
H: -0.369 -1.191 -5.613  0.0995
H: 1.294 -0.980 -5.279  0.0626
C: 2.511 -4.540 -0.898  -0.6958
O: 3.300 -4.529 0.054  -0.0169
N: 1.542 -5.468 -1.042  0.1767
N: 2.466 -3.609 -1.865  0.1744
H: 1.402 -6.126 -0.290  0.0531
H: 0.917 -5.456 -1.826  0.0975
H: 1.979 -3.654 -2.745  0.0605
H: 3.109 -2.840 -1.779  0.1035
C: 0.581 -6.471 1.769  -0.7017
O: -0.578 -6.664 1.422  0.0194
N: 0.912 -5.426 2.580  0.1717
N: 1.670 -7.221 1.438  0.1459
H: 0.235 -4.706 2.751  0.0933
H: 1.883 -5.272 2.779  0.0943
H: 2.554 -6.832 1.707  0.1025
H: 1.418 -8.122 1.070  0.1229
C: 3.148 0.940 -5.117  -0.7001
O: 3.746 0.104 -5.784  0.0316
N: 3.790 1.639 -4.143  0.1459
N: 1.898 1.386 -5.359  0.1739
H: 3.480 2.476 -3.686  0.0848
H: 4.719 1.297 -3.959  0.1016
H: 1.470 1.122 -6.231  0.1152
H: 1.407 2.035 -4.773  0.0572
C: -2.876 0.241 -2.497  -0.6825
O: -2.697 -0.649 -3.343  -0.0203
N: -2.475 1.526 -2.705  0.1745
N: -3.342 0.055 -1.261  0.1852
H: -2.548 2.298 -2.069  0.0716
H: -1.868 1.747 -3.480  0.0557
H: -3.502 0.715 -0.521  0.0565
H: -3.431 -0.953 -1.100  0.0580
C: -0.583 3.952 -4.109  -0.6832
O: -1.087 3.131 -4.870  0.0124
N: 0.355 3.658 -3.189  0.1742
N: -0.977 5.263 -4.107  0.1562
H: 0.753 4.399 -2.648  0.0563
H: 0.626 2.714 -2.949  0.0623
H: -1.518 5.652 -4.858  0.1077
H: -0.404 5.930 -3.620  0.0853
C: 2.521 4.429 -0.174  -0.6566
O: 3.051 3.624 0.576  0.0146
N: 3.220 5.289 -0.976  0.1576
N: 1.188 4.687 -0.200  0.1736
H: 4.203 5.227 -1.165  0.1051
H: 2.773 6.036 -1.476  0.0900
H: 0.533 4.075 0.293  0.0796
H: 0.889 5.404 -0.832  0.0816
C: 4.831 0.469 1.183  -0.6468
O: 4.420 0.680 2.320  0.0067
N: 4.833 1.471 0.276  0.1595
N: 4.926 -0.779 0.595  0.1568
H: 5.199 1.250 -0.631  0.0932
H: 4.487 2.358 0.609  0.0653
H: 5.302 -0.862 -0.330  0.0905
H: 4.779 -1.600 1.155  0.1039
C: 1.459 -0.360 4.723  -0.6655
O: 0.401 -0.008 5.261  -0.0023
N: 2.294 0.562 4.216  0.1707
N: 2.035 -1.582 4.876  0.1579
H: 3.078 0.417 3.585  0.0576
H: 1.830 1.451 4.125  0.0518
H: 2.977 -1.876 4.719  0.0976
H: 1.351 -2.238 5.222  0.0999

Number 5 is which compound?
C12H32CrO11S5

Copy entry 2 word for word.
A single C8H10N2O2 molecule at a distorted geometry. Source: OMol25; level of theory: ωB97M-V/def2-TZVPD.

Computed properties:
- ΔE to the lowest compared entry with this formula, charge and spin: 247.74 kJ/mol
- SMILES: N#C[C@H](C(=O)O)N1C=CCCC1
- Net charge: 0
- Molar mass: 166.180 g/mol
- HOMO energy: -0.317 Eh
- F_max: 3.27 eV/Å
- Electronic energy: -15531.4410 eV
- Kohn-Sham gap: 9.277 eV

Each line ends with the natural charge from an NBO analysis.
Atoms and positions in Å:
N: 2.442 1.410 2.763  -0.2737
C: 1.531 0.805 2.374  0.2625
C: 0.485 0.059 1.766  -0.2540
C: 1.038 -1.430 1.511  0.7994
O: 0.356 -2.394 1.730  -0.5403
O: 2.219 -1.472 0.904  -0.6895
N: -0.054 0.634 0.558  -0.4110
C: 0.798 0.818 -0.519  -0.0930
C: 0.397 0.741 -1.796  -0.2291
C: -0.982 0.312 -2.191  -0.4548
C: -1.597 -0.470 -1.001  -0.3957
C: -1.452 0.282 0.320  -0.2107
H: -0.356 -0.099 2.418  0.2640
H: 2.311 -0.786 0.186  0.5148
H: 1.807 1.257 -0.336  0.2251
H: 1.022 1.042 -2.675  0.2196
H: -1.537 1.126 -2.542  0.2196
H: -1.051 -0.346 -3.107  0.2228
H: -2.578 -0.750 -1.206  0.2184
H: -1.050 -1.529 -0.694  0.2063
H: -2.034 1.158 0.430  0.1968
H: -1.716 -0.368 1.107  0.2025